This record from the Open Molecules 2025 dataset describes C21H32F6N6PdSb as an isolated structure in a non-equilibrium geometry. The level of theory is ωB97M-V with the def2-TZVPD basis set.

Results
multiplicity	2
HOMO-LUMO gap (alpha / beta)	5.6 / 5.9	eV
charge	-2
relative energy (zero: lowest compared OMol25 entry of this formula, charge and spin)	0.815	eV

```
67
Properties=species:S:1:pos:R:3:forces:R:3
Pd -0.43381 -0.39541 0.55671 0.85 -0.69 0.57
C 1.38502 -0.95998 2.77566 0.19 -0.02 0.20
N 2.02141 0.30709 2.46449 -0.16 -0.04 0.42
C 1.89264 1.31048 3.52819 0.08 -0.15 -0.03
C 2.24277 0.67523 1.19501 0.32 0.08 -0.04
N 1.73558 0.04013 0.17081 -0.41 0.11 -0.48
C 2.45001 0.09371 -1.03104 0.00 -0.05 0.12
C 3.73524 -0.40898 -1.00416 0.21 -0.01 -0.15
C 4.63198 -0.23790 -2.07282 0.01 -0.01 0.17
C 4.25906 0.48490 -3.16443 0.01 0.08 -0.06
C 2.93543 0.97963 -3.27239 -0.13 -0.05 0.14
C 2.58687 1.78598 -4.38684 0.09 -0.05 -0.02
C 1.32223 2.27740 -4.50851 -0.15 -0.03 0.02
C 0.32900 1.89054 -3.59576 0.07 0.09 -0.08
C 0.60460 1.05679 -2.52512 -0.02 0.00 -0.04
N -0.44274 0.60375 -1.75906 -0.04 0.17 0.04
C -1.48893 0.06605 -2.29183 -0.15 -0.01 -0.03
N -2.71165 0.14112 -1.68684 0.05 -0.06 0.17
C -2.80884 0.99982 -0.49834 0.16 0.06 -0.13
C -3.48936 -1.08808 -1.52320 0.02 0.06 -0.02
N -1.48957 -0.67552 -3.48618 0.18 0.18 -0.13
C -2.40772 -0.28050 -4.53156 -0.03 -0.14 0.03
C -0.25248 -1.25289 -3.96914 -0.05 -0.04 0.07
C 1.97365 0.69608 -2.25375 0.06 -0.05 -0.10
N 3.08797 1.76974 1.06303 -0.01 0.01 -0.21
C 2.85600 2.74561 0.02610 -0.06 0.03 -0.02
C 4.39989 1.75563 1.65230 -0.10 0.10 0.07
H 1.78215 -1.30452 3.73562 0.03 0.00 0.02
H 1.60861 -1.69306 2.00561 0.00 -0.02 -0.04
H 0.30043 -0.85739 2.86537 -0.06 0.00 -0.02
H 0.89995 1.26708 3.98037 -0.03 0.00 -0.06
H 2.01439 2.30767 3.12067 -0.02 0.01 -0.04
H 2.64734 1.13487 4.30541 0.01 -0.01 -0.04
H 4.06089 -0.90759 -0.09962 -0.01 -0.01 0.01
H 5.63706 -0.63900 -2.00118 0.00 0.00 0.03
H 4.96636 0.70415 -3.95711 -0.05 -0.02 -0.03
H 3.35129 2.02159 -5.11911 0.01 -0.01 0.03
H 1.06985 2.94029 -5.32833 -0.03 -0.02 -0.03
H -0.69482 2.22033 -3.72404 0.01 0.02 0.00
H -2.48762 2.01417 -0.71549 0.04 0.00 -0.02
H -2.14824 0.59470 0.28471 -0.89 0.46 -0.06
H -3.83619 1.01867 -0.14315 0.01 -0.03 -0.04
H -3.23860 -1.80524 -2.30077 -0.01 0.01 -0.02
H -4.55561 -0.85387 -1.57087 0.01 0.01 -0.01
H -3.26407 -1.52650 -0.54454 0.02 0.00 0.01
H -3.28245 0.19190 -4.09193 0.00 0.01 0.00
H -2.73151 -1.15772 -5.10232 -0.01 0.00 0.00
H -1.93576 0.42472 -5.23271 0.01 0.00 0.00
H 0.38109 -1.51738 -3.12403 -0.02 -0.01 -0.01
H 0.30957 -0.58224 -4.63080 -0.01 0.01 -0.01
H -0.49067 -2.16711 -4.52158 0.00 -0.02 -0.01
H 1.80335 2.72026 -0.25668 0.03 0.01 0.04
H 3.47914 2.58346 -0.86436 0.01 -0.01 0.02
H 3.07620 3.74084 0.42552 -0.02 0.00 0.00
H 4.47836 0.92457 2.35031 0.00 0.00 0.02
H 4.59976 2.68566 2.19944 0.00 -0.02 -0.01
H 5.17229 1.64057 0.87666 0.00 -0.01 0.00
C -0.37266 -2.15787 -0.20804 0.01 -0.15 -0.35
H -0.66895 -2.35557 -1.24324 0.02 0.07 0.01
H -0.26237 -3.06329 0.38526 -0.07 0.07 0.20
F -0.28816 1.55510 1.36808 -0.04 -0.07 0.05
Sb -2.08808 2.23360 3.10526 -0.03 -0.26 0.11
F -1.89675 -1.13286 1.81545 0.09 0.07 -0.23
F -3.37334 2.98942 1.71812 -0.18 0.06 -0.34
F -0.84702 2.17962 4.77576 0.23 -0.13 0.15
F -1.18808 3.91405 2.84490 0.17 0.27 -0.07
F -3.36805 3.00309 4.37939 -0.23 0.16 0.24
```
Forces are in eV/Å.